{
  "formula": "C16H25BrN4O4PSSiW",
  "method": "ωB97M-V/def2-TZVPD",
  "spin_multiplicity": 3,
  "homo_ev": [-17.0, -16.9],
  "total_charge": 3,
  "molar_mass_g_mol": 692.27,
  "e_tot_ev": -130997.081,
  "symbols": ["W", "C", "Si", "C", "C", "C", "C", "C", "C", "N", "C", "S", "H", "H", "H", "H", "H", "H", "H", "H", "H", "H", "H", "H", "Br", "C", "C", "C", "C", "C", "N", "C", "O", "O", "H", "H", "H", "N", "C", "P", "O", "O", "C", "N", "H", "H", "H", "H", "H", "H", "H", "H", "H", "H"],
  "positions_angstrom": [[0.803, 0.351, -0.611], [1.393, -5.240, 0.757], [-0.369, -4.979, 0.223], [-0.582, -5.061, -1.624], [-1.548, -6.088, 1.127], [-0.850, -3.170, 0.730], [-1.924, -2.896, 1.596], [-2.289, -1.601, 1.950], [-1.577, -0.539, 1.436], [-0.542, -0.769, 0.614], [-0.214, -2.037, 0.283], [1.183, -1.910, -0.839], [1.683, -6.268, 0.527], [1.515, -5.102, 1.833], [2.102, -4.588, 0.242], [-0.365, -6.073, -1.973], [0.089, -4.388, -2.162], [-1.608, -4.829, -1.918], [-1.315, -7.127, 0.879], [-2.588, -5.922, 0.839], [-1.463, -5.995, 2.211], [-2.495, -3.723, 2.000], [-3.122, -1.419, 2.613], [-1.798, 0.492, 1.670], [3.493, 0.446, -1.708], [2.359, 1.317, -2.958], [2.633, 1.798, -4.218], [1.583, 2.444, -4.871], [0.338, 2.616, -4.257], [0.167, 2.081, -3.002], [1.167, 1.430, -2.397], [-0.992, 2.196, -2.054], [-1.860, 3.030, -2.155], [-0.878, 1.404, -1.000], [3.607, 1.685, -4.673], [1.746, 2.836, -5.867], [-0.469, 3.147, -4.744], [1.294, 3.273, 4.026], [1.628, 3.764, 2.640], [0.423, 2.970, 1.480], [-0.680, 2.455, 2.339], [1.242, 2.016, 0.608], [-0.328, 4.311, 0.449], [-1.814, 4.107, 0.391], [1.435, 3.995, 4.738], [1.866, 2.468, 4.294], [0.306, 2.962, 4.034], [2.658, 3.508, 2.404], [1.530, 4.848, 2.636], [0.068, 4.340, -0.564], [-0.131, 5.280, 0.907], [-2.083, 3.612, -0.492], [-2.317, 4.997, 0.408], [-2.110, 3.543, 1.200]]
}